Record 1
Formula: C19H21N3O2
Source: the Open Molecules 2025 dataset
Level of theory: ωB97M-V with the def2-TZVPD basis set

## Properties
- SMILES string = O=C(c1cccnc1Nc1ccc2c(c1)CCC2)N1CCOCC1
- ΔE to the lowest compared entry with this formula, charge and spin (eV) = 1.049
- 2S+1 = 1

CARTESIAN COORDINATES (ANGSTROEM)
1 H 0.6020 1.6768 -4.1610
2 H 1.8188 -3.7540 -0.2769
3 H -0.8877 -2.6763 -3.0378
4 H -1.8250 -0.8629 -1.4736
5 C -0.8946 -0.8686 2.3662
6 H 0.0942 -3.9399 0.1601
7 C 0.8281 -3.3043 -0.3607
8 N -0.4652 -1.2905 0.0189
9 H 1.0035 -1.9802 1.3390
10 H -2.4422 -2.1934 2.9836
11 C 0.8167 -1.9032 0.2686
12 C 0.5430 1.3573 0.8407
13 H -0.1085 -0.6164 -1.9110
14 C -0.0316 -0.9171 4.9519
15 C -0.7523 1.8378 0.6756
16 C -1.1615 -1.6457 4.6259
17 C -1.5857 -1.6184 3.3045
18 C -1.3686 -0.8982 0.9497
19 H 2.5013 1.1821 -0.0296
20 H -0.3858 4.2230 -2.8456
21 H 0.3794 -0.9275 5.9529
22 H 2.5222 3.2691 -2.4370
23 H 1.6002 -1.2932 -0.1965
24 C -0.8164 -1.2676 -1.3860
25 N 0.6171 -0.1574 4.0884
26 C -0.2173 2.5439 -1.5398
27 H -1.5174 -3.3095 -1.4887
28 C 0.8439 2.6211 -3.6700
29 C 1.4856 1.5219 -0.1765
30 C -0.3909 3.1311 -2.9094
31 N 0.9413 0.7205 2.0242
32 H 1.1804 3.3219 -4.4322
33 H 2.5785 1.5521 -2.8415
34 C -0.7419 -2.6846 -1.9569
35 C 1.0940 2.1088 -1.3595
36 C 0.1893 -0.0887 2.8277
37 O 0.5309 -3.2540 -1.7347
38 O -2.5134 -0.6029 0.6547
39 H 1.7831 1.0582 2.4703
40 H -1.6823 -2.2286 5.3677
41 C 1.9100 2.3758 -2.5902
42 H -1.4607 1.7488 1.4841
43 C -1.1382 2.4245 -0.5191
44 H -2.1499 2.7800 -0.6406
45 H -1.3262 2.8283 -3.3798

Results of the Löwdin charge analysis, in e, for atoms 1 through 5: 0.109 0.127 0.127 0.129 -0.081

Record 2
Formula: C26H52Cl2O39PS10
Source: the Open Molecules 2025 dataset
Level of theory: ωB97M-V with the def2-TZVPD basis set

## Properties
- total charge = +1
- 2S+1 = 1

CARTESIAN COORDINATES (ANGSTROEM)
1 C 1.4753 -1.7165 -1.3804
2 C 5.3006 3.0176 -0.8599
3 S -1.3783 -5.2595 -0.0078
4 H 0.2118 2.3171 1.1246
5 O -8.5502 2.8535 1.6450
6 H -1.9881 -3.1479 -1.9203
7 S -3.1573 -11.3001 0.1131
8 S -0.6041 -7.7225 -4.1095
9 C -0.3735 2.4018 -5.2767
10 C -2.9909 -5.0663 -1.8974
11 S -6.5786 -2.0084 -2.2747
12 O -2.2352 -3.9042 -0.0213
13 C -1.8743 2.5298 -5.1433
14 H -3.0082 -5.0860 -2.9840
15 O 0.2377 -0.4044 -2.8368
16 H -2.9778 4.9554 4.8985
17 H -6.1297 1.0547 -3.7026
18 O -2.0651 3.6655 -4.2897
19 O 3.3060 2.7936 6.1247
20 H 10.5579 4.8394 -0.4963
21 H 0.6896 1.3556 -0.3239
22 C 1.1455 -5.9475 -4.1442
23 O -0.2376 4.8713 -3.1862
24 O 2.9631 1.0740 1.4745
25 C -1.5280 -9.5010 -0.4114
26 H -1.7330 5.8201 5.8291
27 H -3.6662 -3.0944 -1.3174
28 H -2.3285 1.6453 -4.7033
29 C -2.1929 -9.1394 0.8989
30 H -6.0787 3.9792 3.4781
31 O 0.0031 -6.4012 -3.4125
32 H 0.1927 -5.7272 -6.0779
33 S 3.5750 2.5374 -1.2313
34 H -0.0779 1.8455 -6.1624
35 S 8.9357 5.5548 2.4176
36 O -1.2597 5.7859 -5.2531
37 H 3.5468 1.2722 2.2394
38 H 8.4341 3.8094 0.0917
39 O -4.1390 -11.3660 -0.9061
40 Cl 5.9051 2.0810 0.5469
41 C -7.0179 4.0421 2.9339
42 O 2.3482 -0.5733 -3.4478
43 S 4.4286 1.8612 5.4731
44 C 5.5311 4.5403 -0.6314
45 H 4.6215 6.4452 -0.6050
46 H -8.2467 2.3917 3.6481
47 H 0.5811 3.1339 -0.4523
48 O -7.8867 -2.5381 -2.2430
49 O -1.8570 -6.0785 1.0459
50 C 2.6134 0.6176 6.6212
51 H 3.4062 0.1226 -1.1570
52 O -6.7881 4.5023 1.5967
53 O -6.4496 -0.9966 -3.5137
54 H -2.3439 2.7380 -6.1067
55 H -3.7817 4.7220 7.1884
56 H 0.5696 -2.2709 -1.1181
57 C 4.2812 5.4100 -0.5357
58 C 0.8053 2.3000 0.2146
59 C -7.6809 2.6906 2.7700
60 H -2.4421 -8.0830 0.9584
61 O -1.9528 -7.4574 -4.4533
62 O -1.8935 -5.8518 -1.4020
63 O 9.7102 5.6871 3.5909
64 O -7.2338 3.1629 -0.4100
65 H 0.0620 1.9336 -4.3902
66 H -6.4670 1.1543 -1.0392
67 O -1.7468 -10.9101 -0.5501
68 H -2.0070 -8.9976 -1.2538
69 H -0.4640 -9.2797 -0.4172
70 Cl 6.6719 5.1162 -1.8873
71 H -3.9185 -5.4935 -1.5129
72 H -2.1354 4.4542 7.8041
73 O -2.9432 -12.3634 1.0231
74 C -6.6356 0.3499 -3.0485
75 O -0.6701 1.8933 6.5638
76 C -2.7520 -3.6816 -1.3460
77 H 3.0214 0.5014 7.6271
78 H -4.9772 0.4037 -1.6582
79 H 1.7959 -1.1139 -0.5245
80 S -1.7171 2.4198 5.7626
81 C -2.2193 4.8599 5.6782
82 H 4.7666 0.6721 -2.1235
83 O -1.2633 3.8761 5.2570
84 O -0.0036 -4.9290 -0.1490
85 C -2.8071 4.3016 6.9568
86 H 3.6725 0.7882 -4.0546
87 O 0.1050 3.7493 -5.3471
88 C 1.2889 -0.8349 -2.5978
89 H 1.8419 -0.1290 6.4559
90 C 10.3488 4.6963 0.5606
91 H 2.0326 -6.4291 -3.7267
92 H 1.5877 2.4286 7.2393
93 O 7.6822 6.2002 2.2570
94 O -5.4285 -2.8469 -2.2663
95 H -1.5672 -9.4139 1.7518
96 O -6.4449 -0.9246 -1.1007
97 H 9.6150 2.6621 0.7704
98 S -0.8437 4.6958 -4.4595
99 H -7.6798 4.7537 3.4317
100 C 2.9378 0.7021 -3.2561
101 H 3.8327 5.3311 0.4539
102 C 9.2504 3.6861 0.8080
103 H -6.9501 1.9151 2.5276
104 H -7.7062 0.5636 -3.0448
105 H 1.4800 2.0818 5.5039
106 C 2.1182 2.0267 6.3838
107 O 3.6903 0.4538 5.6815
108 O -8.8554 4.8898 0.3144
109 P 2.5824 2.4621 0.7043
110 H 2.2188 1.5119 -3.4203
111 C 3.7065 0.8343 -1.9240
112 H 3.5644 5.2748 -1.3464
113 O -2.2636 1.7019 4.6727
114 H 1.8127 -6.4594 -6.1529
115 H 11.2696 4.4184 1.0779
116 C -6.0691 0.3468 -1.6466
117 H 2.3073 -2.3923 -1.5998
118 O -0.2197 -8.8540 -3.3543
119 O 4.4886 2.1165 4.0711
120 O 5.5806 1.9120 6.2860
121 C 0.8975 -6.3911 -5.5708
122 O -3.3825 -9.9402 0.9382
123 O 0.2874 -7.6773 -5.4455
124 H 5.8970 2.6919 -1.7097
125 O 8.7461 3.9868 2.1098
126 H 1.2449 -4.8677 -4.0566
127 H 6.0471 4.6352 0.3220
128 O -2.9121 2.8905 6.7175
129 S -7.9010 3.8935 0.6097
130 O 9.8492 5.9065 1.1428

Results of the Löwdin charge analysis, in e, for atoms 1 through 5: 0.041 -0.883 0.607 0.055 -0.179

Record 3
Formula: C3H7K2O5S
Source: the Open Molecules 2025 dataset
Level of theory: ωB97M-V with the def2-TZVPD basis set

## Properties
- total charge = +1
- ΔE to the lowest compared entry with this formula, charge and spin (eV) = 1.204
- 2S+1 = 1

CARTESIAN COORDINATES (ANGSTROEM)
1 S 0.3333 -0.5186 0.9256
2 O 1.7765 -0.4860 0.6982
3 C -0.5880 -2.6758 2.0550
4 H -1.6703 -2.5465 2.0568
5 O -0.2255 -1.9950 0.8991
6 H -0.1682 -3.6758 1.9464
7 H -0.2209 -1.9326 4.1567
8 O 0.1312 -0.5536 2.5679
9 H -1.2948 1.8933 -2.8283
10 C 0.1484 -1.8444 3.1350
11 H -0.7269 2.9665 -1.5731
12 K 2.8480 3.8554 -3.3172
13 O -0.5549 0.3906 0.1667
14 C -0.4081 2.4012 -2.4489
15 H 1.2098 -2.0688 3.0292
16 H 0.2157 1.5680 -2.1255
17 O 0.1352 3.1867 -3.4699
18 K -0.9407 2.0351 -5.8736

Results of the Löwdin charge analysis, in e, for atoms 1 through 5: 0.724 -0.254 -0.149 0.138 -0.232

Record 4
Formula: C5H13NO
Source: the Open Molecules 2025 dataset
Level of theory: ωB97M-V with the def2-TZVPD basis set

## Properties
- SMILES string = C[C@H](N)CCCO
- ΔE to the lowest compared entry with this formula, charge and spin (eV) = 2.893
- 2S+1 = 1

CARTESIAN COORDINATES (ANGSTROEM)
1 H -1.8867 -0.0898 -2.0008
2 H 1.6520 -0.0091 -0.5338
3 C -1.8502 0.6465 -1.1056
4 H -0.1870 1.7798 0.0342
5 H 2.1703 -1.0573 1.5002
6 H -0.5866 0.1539 1.4861
7 H -2.3771 1.5224 -1.4901
8 O 0.9142 -2.3550 2.4386
9 N 0.2190 1.7194 -1.8768
10 H -0.0213 2.6944 -1.9921
11 H 0.8817 -0.2069 2.8569
12 H 0.4411 -0.9408 -1.3026
13 C -0.3967 0.9806 -0.8084
14 H 1.7781 -2.8592 2.4950
15 C 0.1131 -0.6555 1.0090
16 C 0.5759 -0.1856 -0.4646
17 H -0.5246 -1.6337 0.8677
18 H 0.4989 1.2251 -2.7261
19 H -2.4980 0.2177 -0.3926
20 C 1.0840 -0.9468 2.0057

Results of the Löwdin charge analysis, in e, for atoms 1 through 5: 0.109 0.095 -0.074 0.163 0.155

Record 5
Formula: C6H8FN
Source: the Open Molecules 2025 dataset
Level of theory: ωB97M-V with the def2-TZVPD basis set

## Properties
- SMILES string = NC1(CF)C=CC=C1
- ΔE to the lowest compared entry with this formula, charge and spin (eV) = 2.369
- 2S+1 = 1

CARTESIAN COORDINATES (ANGSTROEM)
1 H -1.5730 0.7018 -1.5291
2 C -1.0538 -0.2274 0.9237
3 C 1.0581 0.8772 0.6737
4 H -1.4155 2.0413 -0.3899
5 N -0.8486 1.3856 -1.0008
6 C -0.1357 0.3740 -0.1388
7 C 0.3541 -0.7135 -0.8460
8 H 0.8899 1.6638 1.4724
9 H -0.3371 -1.2032 -1.4225
10 H -0.5774 -1.0247 1.6300
11 C 1.6906 -0.8368 -0.5817
12 H 2.3828 -1.5740 -1.0648
13 H 2.9475 0.1756 1.1817
14 F -2.0743 -0.9012 0.2834
15 H -1.5281 0.6056 1.4761
16 C 2.0566 0.0309 0.4860

Results of the Löwdin charge analysis, in e, for atoms 1 through 5: 0.132 -0.167 -0.046 0.090 0.076

| no. | HOMO energy (hartree) | lowest unoccupied orbital energy (Ha) | energy (eV) |
| --- | --- | --- | --- |
| 1 | -0.290 | 0.028 | -28609.937 |
| 2 | -0.429 | -0.117 | -250329.084 |
| 3 | -0.375 | -0.126 | -56940.058 |
| 4 | -0.320 | 0.039 | -8931.118 |
| 5 | -0.321 | 0.030 | -10556.689 |